1.
# C15H9Cl2NO7SZr

C15H9Cl2NO7SZr as an isolated structure (wB97M-V/def2-TZVPD, OMol25).

Geometry as XYZ:
```
36
Properties=species:S:1:pos:R:3:forces:R:3
Zr 0.24792 -0.08768 0.14833 -0.4 0.5 0.1
O -5.20657 1.82107 2.48679 0.2 0.0 0.0
C -4.07119 1.28897 1.99622 -0.3 0.1 0.2
C -4.03685 0.59921 0.78080 -0.1 0.0 0.0
C -2.82333 0.10590 0.37376 -0.1 0.1 0.1
N -1.73291 0.26896 1.11265 0.0 0.1 -0.1
C -1.75187 0.93096 2.26729 -0.1 0.0 0.0
C -2.91685 1.45889 2.76243 0.0 0.0 0.0
C -0.38302 0.99455 2.91603 0.3 -0.3 -0.3
O -0.23315 1.41630 4.03036 0.0 0.1 0.1
O 0.54398 0.48904 2.12436 -0.4 0.0 0.5
C -2.54200 -0.61494 -0.92575 0.7 -0.1 0.0
O -3.40656 -0.90554 -1.70143 -0.1 0.0 -0.1
O -1.23661 -0.85486 -1.05533 -0.7 0.2 -0.1
H -5.93254 1.67738 1.87276 -0.1 0.0 -0.1
H -4.91487 0.45656 0.16348 0.0 0.0 0.0
H -2.93372 1.99384 3.70113 0.0 0.0 0.0
O 2.48570 -0.36244 0.41109 0.2 0.3 0.0
C 2.43899 0.51888 -0.50156 0.2 0.0 -0.2
O 1.58412 0.32536 -1.43899 0.5 0.0 -0.3
C 2.92887 1.90848 -0.32937 -0.2 -0.2 -0.1
C 4.26278 2.25246 -0.20240 0.1 0.1 0.0
C 4.61338 3.58273 -0.03121 0.0 0.0 0.0
C 3.61072 4.54031 0.03737 0.0 0.0 0.0
C 2.27215 4.18283 -0.04774 0.0 0.1 0.0
C 1.89201 2.85688 -0.23495 -0.2 0.0 0.0
S 0.12492 2.48811 -0.22742 0.4 -0.3 0.1
H 5.02307 1.48285 -0.24649 0.0 0.0 0.0
H 5.65288 3.86830 0.05581 0.0 0.0 0.0
H 3.87099 5.58241 0.17522 0.0 0.0 0.0
H 1.50171 4.93773 0.04503 0.0 0.0 0.0
Cl 1.18646 -2.80602 -1.12530 0.0 -0.2 -0.1
C 1.33115 -3.34400 0.53764 -0.1 0.0 0.1
Cl 0.11554 -2.51198 1.57167 0.1 -0.3 0.0
H 2.30312 -3.06491 0.92177 0.1 0.0 0.0
H 1.12890 -4.40408 0.60385 0.0 0.0 0.0
```
Positions in Å, forces in eV/Å.

Properties
Lowest unoccupied orbital energy   -0.682 eV
ΔE to the lowest compared entry with this formula, charge and spin   0.000 eV
DFT total energy   -2524.3093 Ha
Net charge   0

2.
# C5H7NO

One molecule with the formula C5H7NO (wB97M-V/def2-TZVPD, OMol25).

Geometry as XYZ:
```
14
Properties=species:S:1:pos:R:3:forces:R:3
C -1.85380 0.69261 -0.41415 -0.1 0.0 0.0
C -0.45635 0.26762 -0.06672 0.2 0.1 0.1
C 0.50185 1.00415 0.50328 -0.2 0.0 -0.1
N 1.68630 0.26603 0.68224 0.1 -0.1 0.0
C 1.55611 -1.01552 0.19322 0.1 -0.1 0.0
O 2.42005 -1.86658 0.17639 -0.3 0.3 0.0
C 0.11307 -1.10972 -0.30788 0.0 -0.1 0.0
H -2.38167 -0.09857 -0.95508 0.1 0.1 0.1
H -1.85636 1.58353 -1.05163 0.0 -0.1 0.1
H -2.44391 0.92528 0.47945 0.1 -0.1 -0.1
H 0.46297 2.03833 0.82400 0.0 -0.1 -0.1
H 2.55348 0.61891 1.05350 -0.1 0.0 -0.1
H -0.41019 -1.89878 0.24692 0.1 0.1 -0.1
H 0.10844 -1.40728 -1.36353 0.0 0.1 0.1
```
Positions in Å, forces in eV/Å.

Properties
SMILES   CC1=CNC(=O)C1
Lowest unoccupied orbital energy   0.849 eV
ΔE to the lowest compared entry with this formula, charge and spin   0.079 eV
DFT total energy   -324.7216 Ha
Net charge   0

3.
# C4H7NO2

One molecule with the formula C4H7NO2 (wB97M-V/def2-TZVPD, OMol25).

Geometry as XYZ:
```
14
Properties=species:S:1:pos:R:3:forces:R:3
C 0.92697 0.44822 -1.26226 0.2 0.2 -0.1
C 0.57648 -0.69635 -0.34724 0.1 -0.9 0.1
N 0.34030 -1.89771 -0.66153 0.1 0.6 0.0
O 0.74417 -0.45133 1.00495 -0.3 0.2 -0.3
C -0.28748 0.31757 1.62721 -0.4 0.3 0.0
C -1.54973 0.41590 0.73903 0.2 -0.5 -0.2
O -2.23433 -0.56254 0.57317 0.1 0.7 0.2
H 1.99085 0.59868 -1.06587 0.1 0.1 -0.3
H 0.76934 0.15542 -2.30186 0.1 0.1 0.1
H 0.45809 1.43776 -1.11735 -0.1 -0.6 0.3
H 0.28661 -2.02168 -1.67082 0.1 0.1 0.0
H -0.62741 -0.24213 2.50362 0.2 0.1 0.0
H 0.12338 1.29400 1.92923 -0.3 -0.2 -0.2
H -1.76752 1.35310 0.17561 0.1 -0.1 0.4
```
Positions in Å, forces in eV/Å.

Properties
SMILES   [H]/N=C(\C)OCC=O
Lowest unoccupied orbital energy   0.472 eV
ΔE to the lowest compared entry with this formula, charge and spin   2.381 eV
DFT total energy   -361.7934 Ha
Net charge   0

4.
# C5H6O

One molecule with the formula C5H6O (wB97M-V/def2-TZVPD, OMol25).

Geometry as XYZ:
```
12
Properties=species:S:1:pos:R:3:forces:R:3
C 0.84525 -0.73289 1.33043 0.0 -0.1 0.0
C 0.45903 0.35899 0.33655 -0.1 0.0 0.0
C -0.70963 -0.07420 -0.52946 -0.4 -0.4 0.4
C -0.09603 0.67520 -2.55866 -0.5 0.3 0.1
C -1.12208 0.76738 -1.78034 0.6 -0.1 -0.2
O -1.43415 -0.99178 -0.24986 0.3 0.4 -0.1
H -0.05680 -1.16932 1.76574 0.2 0.1 0.0
H 1.39534 -1.53813 0.83297 -0.1 0.1 0.1
H 1.47038 -0.33868 2.13639 -0.1 0.0 -0.2
H 1.30889 0.69995 -0.27056 -0.3 -0.1 -0.1
H 0.09695 1.25570 0.86153 0.1 -0.1 -0.1
H -2.15716 1.08778 -1.87475 0.3 -0.2 0.0
```
Positions in Å, forces in eV/Å.

Properties
Lowest unoccupied orbital energy   -0.769 eV
ΔE to the lowest compared entry with this formula, charge and spin   3.693 eV
DFT total energy   -269.2105 Ha
Net charge   0

What did we get for orbital gap? Answer: 7.22, 9.20, 10.50, 9.63 eV, in the order shown.